No. 1
This record from OMol25 describes a 2-piece molecular cluster, C4H7FIP overall in a non-equilibrium geometry. The level of theory is ωB97M-V/def2-TZVPD.

Structure (XYZ):
```
14
C4H7FIP ωB97M-V/def2-TZVPD
C 1.04 -0.44 -0.31
C 0.10 0.44 0.20
C 0.91 -1.08 -1.67
C 0.26 0.99 1.55
F -1.99 1.92 0.19
P -1.31 0.82 -0.86
I -4.39 -1.62 0.58
H 1.85 -0.70 0.22
H 2.01 -1.27 -2.01
H 0.27 -0.48 -2.28
H 0.35 -2.10 -1.46
H 0.52 0.31 2.26
H 1.00 1.79 1.64
H -0.62 1.43 1.93
```

## Properties
Orbital gap (alpha / beta) ... 8.60 / 4.86 eV
Maximum force ... 4.615 eV Å⁻¹
HOMO energy (alpha / beta) ... -9.8 / -7.9 eV
Energy relative to the best compared isomer or geometry (same formula, charge and spin) ... 199.5 kJ/mol

No. 2
This record from OMol25 describes a 2-piece molecular cluster, C4H7FN overall in a non-equilibrium geometry. The level of theory is ωB97M-V/def2-TZVPD.

Structure (XYZ):
```
13
C4H7FN ωB97M-V/def2-TZVPD
C 2.49 -0.27 -0.35
C 2.89 0.85 -0.13
C -1.34 0.34 0.16
C -0.68 -0.84 0.69
N -2.10 0.57 -0.84
F -0.63 -1.82 -0.20
H 2.50 -1.34 -0.28
H -1.26 1.16 0.86
H 0.29 -0.50 0.82
H -1.00 -1.14 1.62
H 3.29 1.70 0.28
H -2.29 1.52 -1.14
H -2.15 -0.24 -1.51
```

## Properties
Orbital gap ... 8.76 eV
Total charge ... +1
Maximum force ... 3.269 eV Å⁻¹
HOMO energy ... -14.1 eV
Energy relative to the best compared isomer or geometry (same formula, charge and spin) ... 296.0 kJ/mol

No. 3
This record from OMol25 describes C4H7FN2O as an isolated structure in a non-equilibrium geometry. The level of theory is ωB97M-V/def2-TZVPD.

Structure (XYZ):
```
15
C4H7FN2O ωB97M-V/def2-TZVPD
C 1.92 -0.93 0.07
C 0.97 0.06 -0.52
C 0.54 1.15 0.42
C -2.60 -0.66 0.17
H 1.65 -0.96 1.16
H 1.88 -1.88 -0.45
H 0.94 0.42 -1.69
H 0.25 1.98 -0.22
H 0.83 1.54 1.40
H -1.90 1.31 -0.82
H -2.14 -1.49 0.98
N -0.30 0.05 0.16
N -1.55 0.09 -0.44
O -3.76 -0.35 -0.09
F 3.27 -0.34 -0.12
```

## Properties
Orbital gap ... 10.30 eV
Maximum force ... 5.311 eV Å⁻¹
HOMO energy ... -9.7 eV
Energy relative to the best compared isomer or geometry (same formula, charge and spin) ... 472.5 kJ/mol

No. 4
This record from OMol25 describes one molecule with the formula C4H7FN2S in a non-equilibrium geometry. The level of theory is ωB97M-V/def2-TZVPD.

Structure (XYZ):
```
15
C4H7FN2S ωB97M-V/def2-TZVPD
N 3.91 0.66 0.04
N 2.99 -0.23 0.26
C 1.87 -0.01 -0.30
S 0.76 -1.30 -0.21
C -0.77 -0.37 -0.40
C -1.91 -0.91 -0.03
C -3.20 -0.17 0.33
F -3.13 1.12 -0.22
H 3.71 1.52 -0.41
H 4.47 0.81 0.89
H 1.53 0.90 -0.83
H -0.76 0.63 -0.75
H -2.03 -1.95 0.17
H -4.12 -0.69 0.01
H -3.31 0.00 1.42
```

## Properties
Orbital gap ... 8.67 eV
Maximum force ... 4.520 eV Å⁻¹
HOMO energy ... -7.7 eV
Energy relative to the best compared isomer or geometry (same formula, charge and spin) ... 270.2 kJ/mol

No. 5
This record from OMol25 describes a 2-piece molecular cluster, C4H7FN3O overall in a non-equilibrium geometry. The level of theory is ωB97M-V/def2-TZVPD.

Structure (XYZ):
```
16
C4H7FN3O ωB97M-V/def2-TZVPD
C 2.01 1.78 0.25
C -0.53 -3.61 0.57
C -1.44 -2.75 0.38
C -0.23 1.30 -0.40
N 1.47 2.64 0.92
N 1.06 1.10 -0.56
N -1.29 0.66 -0.90
O 0.16 -4.41 1.00
F -1.72 -2.01 -0.69
H 3.06 1.56 -0.06
H -2.24 -2.71 1.12
H -0.39 2.12 0.25
H 1.93 3.16 1.62
H 1.49 0.48 -1.32
H -2.21 0.85 -0.59
H -1.14 -0.16 -1.60
```

## Properties
Orbital gap ... 8.20 eV
Total charge ... +1
Maximum force ... 4.459 eV Å⁻¹
HOMO energy ... -12.5 eV
Energy relative to the best compared isomer or geometry (same formula, charge and spin) ... 100.8 kJ/mol

No. 6
This record from OMol25 describes one molecule with the formula C4H7FO in a non-equilibrium geometry. The level of theory is ωB97M-V/def2-TZVPD.

Structure (XYZ):
```
13
C4H7FO ωB97M-V/def2-TZVPD
C 0.69 1.37 0.17
C 0.23 -0.13 -0.05
O 1.31 -0.70 -0.70
C -0.67 -1.04 0.68
C -1.07 -0.50 -0.54
F -1.97 0.50 -0.39
H 0.03 2.14 0.53
H 1.65 1.50 0.67
H 0.79 1.70 -0.93
H 1.82 -1.31 0.07
H -1.35 -0.60 1.35
H -0.25 -2.06 0.87
H -1.21 -0.86 -1.72
```

## Properties
Orbital gap ... 10.57 eV
Maximum force ... 8.093 eV Å⁻¹
HOMO energy ... -9.8 eV
Energy relative to the best compared isomer or geometry (same formula, charge and spin) ... 271.2 kJ/mol

No. 7
This record from OMol25 describes one molecule with the formula C4H7FO in a non-equilibrium geometry. The level of theory is ωB97M-V/def2-TZVPD.

Structure (XYZ):
```
13
C4H7FO ωB97M-V/def2-TZVPD
O -2.03 -0.61 -0.40
C -1.06 -0.20 0.50
C -0.73 1.29 0.06
C 0.11 0.00 -0.31
C 1.27 -0.49 0.31
F 2.44 0.05 -0.28
H -2.92 -0.71 0.33
H -0.90 -0.13 1.59
H -0.18 1.92 0.75
H -1.30 1.99 -0.69
H -0.37 -0.34 -1.23
H 1.22 -0.40 1.49
H 1.27 -1.53 0.16
```

## Properties
Orbital gap ... 9.71 eV
Maximum force ... 8.516 eV Å⁻¹
HOMO energy ... -9.2 eV
Energy relative to the best compared isomer or geometry (same formula, charge and spin) ... 377.4 kJ/mol

No. 8
This record from OMol25 describes one molecule with the formula C4H7FO in a non-equilibrium geometry. The level of theory is ωB97M-V/def2-TZVPD.

Structure (XYZ):
```
13
C4H7FO ωB97M-V/def2-TZVPD
C -1.80 -0.19 -0.21
C -0.37 0.37 -0.43
F -0.40 1.55 0.15
C 0.75 -0.49 0.25
C 2.01 0.23 0.30
O 2.73 0.36 -0.61
H -2.49 0.57 -0.49
H -2.03 -1.11 -0.73
H -1.78 -0.46 0.94
H -0.24 0.58 -1.47
H 0.87 -1.49 -0.22
H 0.47 -0.67 1.31
H 2.27 0.76 1.22
```

## Properties
Orbital gap ... 10.91 eV
Maximum force ... 3.843 eV Å⁻¹
HOMO energy ... -9.9 eV
Energy relative to the best compared isomer or geometry (same formula, charge and spin) ... 75.5 kJ/mol

No. 9
This record from OMol25 describes one molecule with the formula C4H7FS in a non-equilibrium geometry. The level of theory is ωB97M-V/def2-TZVPD.

Structure (XYZ):
```
13
C4H7FS ωB97M-V/def2-TZVPD
C -1.93 -0.67 -0.39
S -1.00 0.45 0.76
C 0.73 0.15 0.37
C 1.77 0.19 1.45
C 1.18 -0.23 -0.84
F 0.42 -0.14 -1.97
H -1.68 -1.70 -0.18
H -1.55 -0.45 -1.47
H -3.05 -0.49 -0.32
H 2.70 -0.19 1.06
H 1.33 -0.45 2.28
H 1.91 1.22 1.78
H 2.19 -0.52 -1.10
```

## Properties
Orbital gap ... 9.40 eV
Maximum force ... 2.646 eV Å⁻¹
HOMO energy ... -8.4 eV
Energy relative to the best compared isomer or geometry (same formula, charge and spin) ... 128.0 kJ/mol

No. 10
This record from OMol25 describes one molecule with the formula C4H7FS in a non-equilibrium geometry. The level of theory is ωB97M-V/def2-TZVPD.

Structure (XYZ):
```
13
C4H7FS ωB97M-V/def2-TZVPD
C 1.67 1.59 -0.07
C 0.88 0.40 0.46
S 0.95 -1.27 -0.11
C -0.25 -0.15 -0.29
C -1.70 -0.36 0.30
F -2.35 0.76 -0.21
H 1.86 1.74 -1.21
H 2.76 1.33 0.23
H 1.17 2.50 0.41
H 0.64 0.36 1.62
H -0.33 0.21 -1.23
H -2.13 -1.29 -0.10
H -1.63 -0.29 1.43
```

## Properties
Orbital gap ... 9.86 eV
Maximum force ... 4.863 eV Å⁻¹
HOMO energy ... -8.9 eV
Energy relative to the best compared isomer or geometry (same formula, charge and spin) ... 195.5 kJ/mol

No. 11
This record from OMol25 describes one molecule with the formula C4H7FS2 in a non-equilibrium geometry. The level of theory is ωB97M-V/def2-TZVPD.

Structure (XYZ):
```
14
C4H7FS2 ωB97M-V/def2-TZVPD
F 0.57 -1.83 0.99
C 0.37 -0.72 0.21
C -1.06 -0.46 -0.28
S -1.54 -0.93 -1.96
C -0.79 1.05 -0.05
C 0.32 0.64 0.93
S 1.78 1.71 1.00
H 1.14 -0.70 -0.57
H -1.78 -0.84 0.49
H -1.71 -2.20 -1.72
H -1.61 1.69 0.38
H -0.38 1.51 -0.95
H -0.09 0.49 1.93
H 2.41 1.04 1.99
```

## Properties
Orbital gap ... 10.01 eV
Maximum force ... 1.312 eV Å⁻¹
HOMO energy ... -9.1 eV
Energy relative to the best compared isomer or geometry (same formula, charge and spin) ... 25.9 kJ/mol

No. 12
This record from OMol25 describes C4H7GaNO2S as an isolated structure in a non-equilibrium geometry. The level of theory is ωB97M-V/def2-TZVPD.

Structure (XYZ):
```
16
C4H7GaNO2S ωB97M-V/def2-TZVPD
N 1.74 -3.22 0.15
C 1.84 -2.13 0.53
O 1.94 -0.93 0.88
Ga 1.38 0.36 -0.48
S 2.87 2.12 -0.62
C -0.44 1.08 -0.01
C -1.48 0.05 -0.44
C -2.37 -0.49 0.62
O -2.82 0.45 -0.43
H 1.42 -0.42 -1.86
H 3.75 1.92 0.36
H -0.69 2.01 -0.52
H -0.59 1.15 1.06
H -1.20 -0.65 -1.21
H -2.47 0.13 1.49
H -2.86 -1.44 0.49
```

## Properties
Orbital gap ... 8.35 eV
Total charge ... -1
Maximum force ... 2.174 eV Å⁻¹
HOMO energy ... -5.1 eV